2 unconnected molecules or ions with the total composition C6H10N2. Source: the Open Molecules 2025 dataset; level of theory: ωB97M-V with the def2-TZVPD basis set.

The net charge is 0. For the orbital gap, the calculation gives 9.02 eV. Its relative energy (zero: lowest compared OMol25 entry of this formula, charge and spin) is 91.62 kcal per mole. Its structure (SMILES) is [H]/N=C(/C)C=C.CC#N. The value obtained for the lowest unoccupied orbital energy is 0.165 eV. The total energy comes out at -343.9907 a.u. For the HOMO energy, the calculation gives -8.9 eV.

Geometry as XYZ:
```
18
Properties=species:S:1:pos:R:3:mulliken_charge:R:1
H -1.9272 -0.0806 -2.0095 0.23
N -2.1238 0.3378 -1.1103 -0.77
C -1.3111 0.2922 -0.1417 1.06
C -1.7395 0.7403 1.2253 -1.30
C -0.2355 -0.9838 -0.1308 -0.47
C 0.1064 -1.6404 0.9903 -0.74
H -0.8615 0.9989 1.8110 0.38
H -2.2920 -0.0454 1.7402 0.32
H -2.3584 1.6295 1.1276 0.36
H -0.3208 -1.5609 -1.0499 0.35
H 0.1878 -2.7199 1.0220 0.29
H 0.2226 -1.1043 1.9230 0.25
C 2.4985 0.4787 -1.0867 -1.06
C 1.1491 0.7689 -0.5767 0.77
N 0.4689 1.6207 -0.1066 -0.56
H 2.4579 -0.2284 -1.9152 0.30
H 2.9458 1.4177 -1.4169 0.32
H 3.1327 0.0792 -0.2950 0.28
```